1.
DFT (ωB97M-V/def2-TZVPD) results for a cluster of 2 separate species, C4H9NO2S2 in total at a distorted geometry.

## Properties
HOMO energy (spin up / spin down) = -6.75 / -7.00 eV
Multiplicity = 1
Frontier orbital gap (spin up / spin down) = 0.234 / 0.254 hartree
E = -1159.271246 Eh
Maximum force = 3.479 eV/A

Structure (XYZ):
```
18
Properties=species:S:1:pos:R:3:lowdin_charge:R:1
C 0.3524 -0.1995 -1.4413 -0.34
C -1.0657 2.0131 -2.1285 -0.27
C -0.0586 -1.8305 1.1784 -0.49
C 0.5374 -0.5154 1.0178 -0.30
N -0.0429 0.5731 1.6234 0.06
O 0.2139 -0.9936 -2.3035 -0.02
O 1.2143 2.3335 -0.8397 -0.57
S 0.4990 -2.8482 2.7272 0.67
S 0.6751 1.6463 -1.9834 0.83
H -1.5449 2.1712 -1.1850 0.05
H -1.4366 1.1589 -2.6538 0.03
H -1.1380 2.8536 -2.7906 0.04
H -1.1077 -1.6039 1.4828 0.08
H 0.0437 -2.5017 0.3855 0.04
H 1.6145 -0.4982 0.6771 0.13
H -0.7272 0.4898 2.4262 0.13
H 0.6746 1.3161 1.7971 0.12
H 1.2968 -3.5647 2.0102 -0.20
```



2.
DFT (ωB97M-V/def2-TZVPD) results for a cluster of 2 separate species, C4H9NO3 in total at a distorted geometry.

## Properties
HOMO energy = -8.11 eV
Multiplicity = 1
Frontier orbital gap = 0.325 hartree
E = -438.272770 Eh
Maximum force = 1.865 eV/A
SMILES string = C/C(O)=C/O.NC=O

Structure (XYZ):
```
17
Properties=species:S:1:pos:R:3:lowdin_charge:R:1
C -0.5617 1.9745 0.6510 -0.04
C 0.2906 1.0760 -0.1834 -0.40
O 0.1055 1.2047 -1.5489 0.02
C 1.3512 0.3937 0.2828 -0.19
O 2.1809 -0.2891 -0.5619 -0.01
H -0.3737 3.0249 0.4098 0.08
H -0.3769 1.8300 1.7202 0.09
H -1.6188 1.7660 0.4571 0.08
H 0.7890 0.6371 -1.9578 0.10
H 1.5947 0.2946 1.3333 0.13
H 2.6223 -0.9824 -0.0343 0.12
N -1.2083 -1.9148 -0.7654 0.12
C -0.8725 -1.8098 0.5515 -0.41
O 0.1269 -2.3522 1.0270 -0.02
H -0.4669 -2.1952 -1.3941 0.11
H -1.9149 -1.3027 -1.1525 0.10
H -1.6674 -1.3551 1.1655 0.13
```



3.
DFT (ωB97M-V/def2-TZVPD) results for a structure of composition C4H9NO3 at a distorted geometry.

## Properties
HOMO energy = -8.81 eV
Multiplicity = 1
Frontier orbital gap = 0.343 hartree
E = -438.141934 Eh
Maximum force = 9.219 eV/A

Structure (XYZ):
```
17
Properties=species:S:1:pos:R:3:lowdin_charge:R:1
C -1.4894 0.0041 -0.1732 -0.69
C -2.8958 -0.4171 -0.0032 -0.04
C 1.5311 0.0238 0.0793 -0.53
C 2.9613 0.0273 -0.3168 0.03
H -0.0871 1.2800 0.9630 0.23
H -1.6475 1.5630 1.1897 0.11
H -3.2962 -1.2183 -0.8087 0.12
H -3.8186 0.2995 -0.0759 0.11
H -2.8708 -0.9849 0.9511 0.08
H 0.2271 -0.9602 0.9177 0.10
H 3.1291 0.9384 -0.9020 0.10
H 3.6321 -0.0455 0.5144 0.08
H 3.1495 -0.7912 -1.0159 0.10
N -1.1700 1.2808 0.2467 0.05
O -0.7589 -0.7039 -0.7286 0.08
O 0.7112 0.8624 -0.2334 -0.04
O 1.1888 -1.0178 0.8399 0.12
```